(1)
{"formula": "C17H21I2N2PtSSi", "method": "ωB97M-V with the def2-TZVPD basis set", "elements": ["Pt", "I", "C", "I", "H", "H", "S", "C", "N", "C", "C", "C", "C", "C", "C", "H", "H", "H", "H", "H", "C", "Si", "C", "C", "N", "C", "C", "C", "C", "C", "C", "H", "H", "H", "H", "H", "H", "H", "H", "H", "H", "H", "H", "H", "H"], "positions_angstrom": [[-0.09, 0.19, 0.33], [2.60, -0.35, 0.21], [2.49, -1.05, 2.24], [0.47, -1.52, 2.76], [2.85, -0.25, 2.88], [3.10, -1.94, 2.35], [-0.17, 4.84, -0.81], [-0.13, 3.14, -1.06], [0.29, 2.43, -0.06], [0.66, 3.23, 1.01], [1.20, 2.80, 2.22], [1.52, 3.73, 3.18], [1.31, 5.10, 2.95], [0.78, 5.55, 1.76], [0.47, 4.60, 0.78], [-0.44, 2.71, -2.00], [1.33, 1.74, 2.40], [1.94, 3.41, 4.12], [1.57, 5.81, 3.72], [0.62, 6.60, 1.59], [-2.17, 1.75, 2.70], [-3.20, 0.89, 1.39], [-4.24, -0.42, 2.25], [-4.15, 2.19, 0.40], [-2.13, 0.06, 0.21], [-2.61, -0.69, -0.81], [-1.74, -1.34, -1.74], [-2.23, -2.10, -2.77], [-3.60, -2.24, -2.96], [-4.48, -1.62, -2.08], [-4.01, -0.87, -1.03], [-2.82, 1.95, 3.55], [-1.76, 2.70, 2.36], [-1.35, 1.12, 3.05], [-4.74, 0.00, 3.13], [-3.60, -1.24, 2.60], [-5.01, -0.86, 1.62], [-4.60, 2.92, 1.06], [-4.94, 1.76, -0.21], [-3.46, 2.71, -0.27], [-0.67, -1.23, -1.60], [-1.54, -2.59, -3.45], [-3.99, -2.83, -3.78], [-5.55, -1.73, -2.21], [-4.71, -0.41, -0.35]], "spin_multiplicity": 3, "s2": 2.0424, "charge": 1, "homo_ev": [-10.59, -11.40], "gap_ev": [7.109, 6.591]}


(2)
{"formula": "C4H13ClN3O4PtSbSe4", "method": "ωB97M-V with the def2-TZVPD basis set", "elements": ["Pt", "N", "C", "C", "N", "C", "C", "N", "H", "H", "H", "H", "H", "H", "H", "H", "H", "H", "H", "H", "H", "Se", "Sb", "Se", "Se", "Se", "O", "Cl", "O", "O", "O"], "positions_angstrom": [[0.22, -0.05, 0.43], [-0.12, -1.99, -0.43], [0.09, -2.07, -1.88], [1.28, -1.20, -2.24], [1.14, 0.15, -1.66], [0.33, 1.11, -2.43], [-1.15, 1.00, -2.10], [-1.31, 1.06, -0.64], [-1.09, -2.24, -0.17], [0.52, -2.61, 0.07], [0.27, -3.10, -2.20], [-0.83, -1.74, -2.37], [2.19, -1.63, -1.81], [1.42, -1.15, -3.32], [2.05, 0.55, -1.44], [0.69, 2.11, -2.15], [0.50, 0.98, -3.50], [-1.69, 1.81, -2.59], [-1.59, 0.07, -2.45], [-1.19, 2.02, -0.32], [-2.25, 0.75, -0.35], [3.59, 2.35, -0.08], [2.70, 2.20, 2.24], [0.22, 1.82, 1.90], [1.93, -1.06, 1.75], [2.64, 4.70, 2.53], [-3.79, -0.11, 0.00], [-3.36, -1.29, 0.75], [-4.44, -1.82, 1.51], [-2.86, -2.28, -0.21], [-2.25, -0.90, 1.60]], "spin_multiplicity": 5, "s2": 6.0251, "homo_ev": [-8.58, -8.39], "gap_ev": [8.051, 5.382]}


(3)
{"formula": "C6H12NO", "method": "ωB97M-V with the def2-TZVPD basis set", "elements": ["C", "N", "C", "O", "H", "H", "H", "H", "H", "H", "C", "C", "C", "C", "H", "H", "H", "H", "H", "H"], "positions_angstrom": [[2.74, 0.60, 1.76], [1.98, 1.78, 1.34], [1.43, 1.56, -0.05], [0.61, 0.51, -0.17], [2.18, -0.33, 1.60], [3.02, 0.67, 2.81], [3.66, 0.55, 1.18], [1.15, 1.83, 1.91], [2.34, 1.49, -0.69], [0.93, 2.53, -0.27], [-3.21, -0.08, -1.81], [-2.07, -0.45, -1.23], [-1.92, -1.78, -0.64], [-0.79, -2.19, -0.10], [-4.06, -0.75, -1.86], [-3.31, 0.91, -2.24], [-1.23, 0.24, -1.12], [-2.80, -2.43, -0.67], [-0.69, -3.18, 0.33], [0.04, -1.48, -0.05]], "spin_multiplicity": 1, "charge": -1, "homo_ev": -2.96, "gap_ev": 6.917}


(4)
{"formula": "C23H41NO28S6", "method": "ωB97M-V with the def2-TZVPD basis set", "elements": ["C", "C", "C", "C", "C", "N", "C", "C", "C", "C", "O", "C", "O", "C", "O", "O", "H", "H", "H", "H", "H", "H", "H", "H", "H", "H", "H", "H", "H", "H", "H", "H", "H", "O", "S", "O", "O", "C", "C", "O", "H", "H", "H", "H", "O", "S", "O", "O", "C", "C", "O", "H", "H", "H", "H", "O", "S", "O", "O", "C", "C", "O", "H", "H", "H", "H", "O", "S", "O", "O", "C", "C", "O", "H", "H", "H", "H", "O", "S", "O", "O", "C", "C", "O", "H", "H", "H", "H", "O", "S", "O", "O", "C", "C", "O", "H", "H", "H", "H"], "positions_angstrom": [[6.05, -1.74, 2.69], [5.75, -2.08, 1.33], [4.59, -1.32, 0.50], [3.54, -2.49, 0.05], [2.49, -1.98, -1.05], [1.14, -1.56, -0.63], [0.83, -1.61, 0.82], [-0.60, -0.89, 1.17], [0.04, -2.03, -1.50], [-0.25, -3.56, -1.93], [-0.75, -1.13, -1.98], [4.00, 0.08, 1.03], [5.22, 0.89, 0.89], [5.93, 0.47, -0.31], [6.85, 1.06, -0.95], [5.36, -0.80, -0.65], [7.07, -2.10, 3.10], [5.32, -1.09, 3.29], [6.35, -2.89, 0.74], [4.23, -3.26, -0.51], [3.12, -3.08, 0.94], [2.39, -2.82, -1.86], [2.99, -1.09, -1.61], [0.70, -2.72, 1.14], [1.61, -1.17, 1.53], [-0.61, 0.17, 0.70], [-1.49, -1.46, 0.71], [-0.79, -0.86, 2.32], [-1.28, -3.64, -2.44], [-0.15, -4.33, -1.08], [0.54, -3.83, -2.74], [3.89, 0.04, 2.19], [3.21, 0.65, 0.44], [2.65, -3.66, 5.59], [3.14, -2.32, 5.70], [2.72, -1.26, 4.83], [4.77, -2.38, 5.70], [5.26, -1.79, 6.91], [4.17, -2.01, 7.95], [2.95, -1.83, 7.24], [5.42, -0.73, 6.73], [6.21, -2.26, 7.20], [4.24, -1.32, 8.78], [4.19, -3.04, 8.33], [1.45, -5.30, -6.83], [0.40, -4.65, -6.10], [-0.34, -5.30, -5.05], [-0.65, -4.04, -7.17], [-0.76, -2.62, -6.98], [0.58, -2.19, -6.41], [0.97, -3.24, -5.53], [-1.57, -2.44, -6.27], [-0.99, -2.13, -7.92], [0.52, -1.24, -5.88], [1.34, -2.11, -7.20], [1.13, -5.20, 2.11], [-0.26, -5.13, 2.48], [-0.79, -4.08, 3.30], [-0.68, -6.56, 3.12], [-1.76, -7.12, 2.37], [-1.58, -6.58, 0.96], [-1.15, -5.23, 1.13], [-2.70, -6.78, 2.81], [-1.71, -8.21, 2.40], [-2.51, -6.61, 0.38], [-0.80, -7.12, 0.42], [1.02, 5.16, -2.05], [0.35, 4.20, -2.87], [0.19, 4.36, -4.29], [-1.11, 3.90, -2.21], [-1.21, 2.50, -1.92], [0.21, 2.03, -1.65], [1.01, 2.74, -2.60], [-1.64, 2.00, -2.79], [-1.87, 2.34, -1.05], [0.32, 0.95, -1.78], [0.54, 2.31, -0.65], [-4.63, 5.64, -1.70], [-3.33, 6.22, -1.92], [-2.14, 5.42, -2.11], [-3.05, 7.31, -0.75], [-2.83, 8.59, -1.34], [-3.61, 8.58, -2.64], [-3.45, 7.26, -3.16], [-1.75, 8.70, -1.52], [-3.16, 9.38, -0.66], [-3.24, 9.32, -3.35], [-4.67, 8.75, -2.46], [-9.84, 5.18, 2.28], [-9.06, 5.80, 1.25], [-9.63, 6.64, 0.23], [-8.16, 4.66, 0.53], [-6.78, 4.99, 0.65], [-6.66, 5.80, 1.93], [-7.84, 6.61, 1.96], [-6.49, 5.58, -0.22], [-6.17, 4.08, 0.69], [-5.77, 6.42, 1.95], [-6.68, 5.16, 2.81]], "spin_multiplicity": 1, "smiles": "C=C[C@@]1(CCN(CC)C(C)=O)COC(=O)O1.O=S1(=O)OCCO1.O=S1(=O)OCCO1.O=S1(=O)OCCO1.O=S1(=O)OCCO1.O=S1(=O)OCCO1.O=S1(=O)OCCO1", "homo_ev": -9.01, "gap_ev": 9.273}


(5)
{"formula": "C30H83NO28S9", "method": "ωB97M-V with the def2-TZVPD basis set", "elements": ["N", "H", "H", "H", "H", "C", "C", "C", "O", "H", "H", "H", "H", "H", "H", "H", "O", "S", "O", "O", "C", "C", "C", "H", "H", "H", "H", "H", "H", "H", "H", "O", "S", "O", "O", "C", "C", "C", "H", "H", "H", "H", "H", "H", "H", "H", "O", "S", "O", "O", "C", "C", "C", "H", "H", "H", "H", "H", "H", "H", "H", "O", "S", "O", "O", "C", "C", "C", "H", "H", "H", "H", "H", "H", "H", "H", "O", "S", "O", "O", "C", "C", "C", "H", "H", "H", "H", "H", "H", "H", "H", "O", "S", "O", "O", "C", "C", "C", "H", "H", "H", "H", "H", "H", "H", "H", "O", "S", "O", "O", "C", "C", "C", "H", "H", "H", "H", "H", "H", "H", "H", "O", "S", "O", "O", "C", "C", "C", "H", "H", "H", "H", "H", "H", "H", "H", "O", "S", "O", "O", "C", "C", "C", "H", "H", "H", "H", "H", "H", "H", "H"], "positions_angstrom": [[2.24, 2.19, 0.21], [1.25, 1.81, -0.01], [2.74, 1.76, 0.99], [2.13, 3.19, 0.44], [2.79, 2.11, -0.66], [-1.68, 0.13, 1.15], [-0.29, 0.20, 0.52], [0.12, -1.19, 0.02], [-0.20, 1.20, -0.44], [-2.36, -0.14, 0.34], [-1.93, 1.16, 1.44], [-1.68, -0.46, 2.06], [0.47, 0.52, 1.28], [-0.64, -1.44, -0.74], [-0.01, -1.96, 0.79], [1.11, -1.28, -0.41], [-1.02, -1.54, -5.47], [-0.07, -1.85, -4.46], [-0.23, -3.02, -3.63], [1.41, -1.92, -5.09], [2.42, -2.74, -4.41], [3.53, -2.83, -5.43], [0.26, -0.37, -3.47], [2.12, -3.73, -4.10], [2.64, -2.05, -3.58], [4.42, -3.37, -5.06], [3.88, -1.83, -5.67], [3.23, -3.39, -6.31], [0.40, 0.42, -4.19], [1.10, -0.63, -2.85], [-0.66, -0.15, -2.93], [-5.37, -4.23, -1.62], [-4.75, -2.94, -1.54], [-5.47, -1.76, -1.87], [-4.20, -2.76, -0.04], [-3.37, -3.84, 0.42], [-3.26, -3.91, 1.93], [-3.22, -2.91, -2.47], [-2.36, -3.65, 0.03], [-3.58, -4.84, 0.04], [-3.15, -2.91, 2.35], [-2.33, -4.44, 2.16], [-4.09, -4.44, 2.39], [-2.55, -2.15, -2.10], [-3.45, -2.74, -3.52], [-2.77, -3.90, -2.44], [3.05, -2.70, 5.34], [1.98, -2.02, 4.70], [0.61, -2.31, 4.94], [2.17, -0.46, 4.94], [3.50, 0.06, 4.99], [3.95, 0.21, 6.43], [2.27, -2.02, 2.93], [3.55, 1.01, 4.46], [4.20, -0.61, 4.49], [4.97, 0.57, 6.54], [3.94, -0.78, 6.90], [3.28, 0.90, 6.94], [3.33, -2.11, 2.72], [1.80, -1.12, 2.53], [1.76, -2.89, 2.53], [0.94, 4.40, 1.33], [-0.28, 5.17, 1.33], [-0.46, 6.13, 2.36], [-0.39, 5.92, -0.07], [-1.51, 6.83, -0.19], [-1.28, 7.72, -1.39], [-1.68, 4.07, 1.31], [-1.59, 7.43, 0.72], [-2.47, 6.30, -0.20], [-1.38, 7.19, -2.33], [-0.26, 8.09, -1.31], [-1.95, 8.58, -1.42], [-1.41, 3.34, 2.08], [-1.82, 3.55, 0.37], [-2.53, 4.67, 1.62], [-6.24, 3.11, -1.67], [-4.86, 3.28, -1.31], [-4.21, 4.52, -1.59], [-4.79, 2.97, 0.25], [-5.46, 1.82, 0.78], [-5.09, 1.72, 2.26], [-3.88, 1.94, -2.00], [-5.11, 0.92, 0.27], [-6.54, 1.95, 0.67], [-5.69, 2.47, 2.78], [-4.04, 1.95, 2.41], [-5.39, 0.75, 2.65], [-4.30, 1.03, -1.58], [-2.86, 2.15, -1.68], [-4.03, 2.08, -3.07], [5.38, -5.76, 0.75], [4.23, -5.97, 1.58], [4.34, -5.79, 2.98], [3.08, -5.01, 1.04], [2.70, -5.15, -0.35], [1.61, -4.13, -0.57], [3.69, -7.64, 1.25], [2.29, -6.13, -0.60], [3.59, -5.01, -0.96], [2.08, -3.14, -0.57], [0.86, -4.11, 0.22], [1.10, -4.15, -1.54], [3.24, -7.77, 0.27], [3.01, -7.95, 2.03], [4.62, -8.19, 1.36], [-2.21, 1.91, 4.07], [-2.71, 1.25, 5.23], [-3.39, 1.93, 6.28], [-3.58, 0.02, 4.72], [-4.78, -0.34, 5.44], [-4.70, -1.81, 5.80], [-1.36, 0.32, 5.90], [-5.63, -0.10, 4.80], [-4.91, 0.23, 6.36], [-5.54, -2.18, 6.39], [-3.78, -2.01, 6.35], [-4.70, -2.41, 4.89], [-1.00, -0.39, 5.16], [-1.86, -0.23, 6.70], [-0.55, 0.92, 6.29], [-2.10, 4.62, -5.06], [-1.17, 3.69, -4.53], [-1.33, 2.27, -4.56], [0.22, 4.01, -5.24], [1.42, 3.42, -4.72], [2.45, 3.63, -5.80], [-0.83, 4.16, -2.85], [1.28, 2.37, -4.48], [1.68, 3.97, -3.81], [2.17, 3.02, -6.66], [3.44, 3.23, -5.55], [2.63, 4.65, -6.12], [-0.16, 5.01, -2.79], [-0.40, 3.27, -2.38], [-1.74, 4.41, -2.31], [3.98, 0.74, -4.75], [4.06, 0.84, -3.34], [2.93, 1.32, -2.59], [4.54, -0.57, -2.79], [4.27, -0.92, -1.41], [4.78, -2.35, -1.26], [5.48, 1.85, -2.94], [3.20, -0.83, -1.23], [4.75, -0.27, -0.67], [5.81, -2.38, -1.62], [4.20, -3.03, -1.88], [4.66, -2.63, -0.22], [6.37, 1.29, -3.18], [5.54, 2.01, -1.86], [5.34, 2.74, -3.56]], "spin_multiplicity": 1, "homo_ev": -8.01, "gap_ev": 7.216}


(6)
{"formula": "C10H24NO6S", "method": "ωB97M-V with the def2-TZVPD basis set", "elements": ["C", "C", "O", "C", "C", "O", "C", "C", "O", "C", "N", "H", "H", "H", "H", "H", "H", "H", "H", "H", "H", "H", "H", "H", "H", "H", "H", "O", "S", "O", "O", "C", "C", "C", "H", "H", "H", "H", "H", "H", "H", "H"], "positions_angstrom": [[0.56, -0.36, 2.90], [0.45, -0.59, 1.35], [1.74, -0.73, 0.75], [2.09, 0.53, 0.18], [3.53, 0.53, -0.41], [3.58, 0.43, -1.82], [3.13, 1.63, -2.46], [4.09, 2.85, -2.23], [3.47, 3.96, -1.65], [3.42, 3.84, -0.21], [4.70, 3.75, 0.42], [0.63, -1.34, 3.38], [1.49, 0.20, 3.06], [-0.33, 0.19, 3.22], [-0.10, -1.52, 1.11], [-0.14, 0.24, 0.93], [2.09, 1.30, 0.99], [1.33, 0.79, -0.59], [4.15, 1.36, -0.01], [4.01, -0.39, -0.02], [2.08, 1.87, -2.24], [3.16, 1.41, -3.54], [4.47, 3.18, -3.21], [4.96, 2.48, -1.67], [2.73, 3.02, 0.11], [2.92, 4.79, 0.13], [4.67, 2.97, 1.09], [-2.91, -1.54, 0.93], [-4.20, -1.37, 0.32], [-5.38, -1.13, 1.11], [-4.48, -2.62, -0.66], [-4.41, -3.94, -0.11], [-5.61, -4.27, 0.77], [-4.10, -0.13, -0.93], [-3.47, -4.07, 0.44], [-4.38, -4.63, -0.95], [-5.63, -3.63, 1.66], [-5.57, -5.31, 1.10], [-6.54, -4.09, 0.22], [-3.23, -0.32, -1.55], [-3.99, 0.83, -0.42], [-5.01, -0.14, -1.51]], "spin_multiplicity": 1, "charge": -1, "homo_ev": -1.88, "gap_ev": 3.952}


(7)
{"formula": "C4H12NOS", "method": "ωB97M-V with the def2-TZVPD basis set", "elements": ["C", "N", "C", "C", "S", "C", "H", "H", "H", "H", "H", "H", "H", "H", "H", "H", "H", "H", "O"], "positions_angstrom": [[1.10, 1.31, 3.07], [0.93, 0.03, 2.36], [0.10, 0.14, 1.14], [0.54, -0.87, 0.12], [-0.17, -0.58, -1.51], [-1.35, -0.05, 1.53], [2.01, 1.36, 3.66], [0.25, 1.43, 3.76], [1.01, 2.13, 2.36], [1.86, -0.26, 2.08], [0.23, 1.13, 0.70], [0.30, -1.87, 0.49], [1.62, -0.85, 0.11], [-1.68, 0.72, 2.25], [-2.00, 0.01, 0.65], [-1.45, -0.97, 2.10], [-0.64, -0.13, -3.66], [-1.39, 0.98, -4.24], [-0.77, 0.30, -4.54]], "spin_multiplicity": 1, "charge": -1, "homo_ev": -2.74, "gap_ev": 6.390}


(8)
{"formula": "C5H4F6S", "method": "ωB97M-V with the def2-TZVPD basis set", "elements": ["C", "C", "C", "C", "C", "F", "F", "F", "F", "F", "F", "S", "H", "H", "H", "H"], "positions_angstrom": [[2.18, 0.42, 0.06], [-1.79, 0.09, -0.75], [3.29, -0.55, -0.13], [-1.96, 1.39, -0.09], [-2.23, -1.17, 0.07], [-1.43, 2.45, -0.74], [-3.28, 1.58, 0.08], [-1.26, 1.53, 1.10], [-1.38, -2.18, -0.16], [-2.23, -0.96, 1.41], [-3.43, -1.55, -0.32], [0.73, -0.27, -0.38], [2.24, 1.46, 0.26], [3.80, -0.70, 0.84], [3.85, -0.08, -0.85], [2.91, -1.46, -0.40]], "spin_multiplicity": 1, "homo_ev": [-9.50, -9.50], "gap_ev": [7.993, 7.994]}


(9)
{"formula": "C20H20NO3P", "method": "ωB97M-V with the def2-TZVPD basis set", "elements": ["C", "C", "C", "C", "C", "C", "C", "N", "P", "O", "O", "C", "C", "C", "C", "C", "C", "O", "C", "C", "C", "C", "C", "C", "C", "H", "H", "H", "H", "H", "H", "H", "H", "H", "H", "H", "H", "H", "H", "H", "H", "H", "H", "H", "H"], "positions_angstrom": [[-4.12, -0.41, 1.49], [-2.82, -0.98, 1.01], [-2.79, -2.05, 0.14], [-1.59, -2.58, -0.29], [-0.37, -2.04, 0.12], [0.93, -2.60, -0.39], [-0.40, -0.96, 0.99], [0.79, -0.35, 1.43], [0.91, 1.33, 1.40], [0.21, 2.07, 2.44], [0.54, 1.74, -0.13], [-0.78, 1.76, -0.55], [-1.71, 2.60, 0.04], [-3.02, 2.59, -0.43], [-3.39, 1.77, -1.47], [-2.44, 0.94, -2.06], [-1.14, 0.94, -1.61], [2.47, 1.58, 1.42], [3.33, 0.92, 0.56], [3.46, 1.32, -0.76], [4.34, 0.65, -1.59], [5.09, -0.41, -1.11], [4.96, -0.80, 0.21], [4.08, -0.14, 1.05], [-1.61, -0.44, 1.44], [-4.79, -0.24, 0.65], [-4.61, -1.11, 2.17], [-3.96, 0.53, 2.01], [-3.72, -2.48, -0.21], [-1.58, -3.42, -0.97], [0.74, -3.40, -1.10], [1.52, -3.01, 0.43], [1.52, -1.83, -0.88], [1.62, -0.82, 1.11], [-1.41, 3.23, 0.86], [-3.75, 3.24, 0.04], [-4.41, 1.76, -1.83], [-2.73, 0.29, -2.88], [-0.40, 0.29, -2.05], [2.87, 2.15, -1.12], [4.44, 0.97, -2.62], [5.77, -0.93, -1.77], [5.54, -1.63, 0.59], [3.97, -0.43, 2.08], [-1.59, 0.39, 2.13]], "spin_multiplicity": 1, "smiles": "Cc1ccc(C)c(NP(=O)(Oc2ccccc2)Oc2ccccc2)c1", "homo_ev": -8.17, "gap_ev": 8.878}


(10)
{"formula": "C5H6FNO", "method": "ωB97M-V with the def2-TZVPD basis set", "elements": ["H", "N", "C", "C", "C", "O", "C", "C", "F", "H", "H", "H", "H", "H"], "positions_angstrom": [[-0.17, 0.90, 2.66], [-0.23, -0.10, 2.39], [-0.12, -0.20, 1.13], [0.13, 1.01, 0.24], [-0.12, 0.90, -1.29], [0.08, -0.40, -1.81], [0.10, -1.51, -0.98], [-0.09, -1.48, 0.35], [-0.09, -2.65, 1.04], [-0.39, 1.77, 0.63], [1.24, 1.35, 0.22], [-1.10, 1.19, -1.45], [0.56, 1.69, -1.73], [0.18, -2.49, -1.39]], "spin_multiplicity": 1, "smiles": "[H]/N=C1\\CCOC=C1F", "homo_ev": -9.03, "gap_ev": 9.624}


(11)
{"formula": "C3H2BrN3O2", "method": "ωB97M-V with the def2-TZVPD basis set", "elements": ["C", "C", "C", "N", "N", "N", "O", "O", "Br", "H", "H"], "positions_angstrom": [[1.05, 1.43, 0.04], [1.21, 0.05, 0.17], [-1.13, 1.05, -0.12], [-0.19, 1.87, -0.25], [-0.05, -0.53, 0.13], [-0.49, -1.85, -0.09], [0.22, -2.82, -0.26], [-1.68, -1.93, -0.15], [-2.96, 0.99, 0.02], [1.94, 2.15, 0.01], [2.08, -0.41, 0.51]], "spin_multiplicity": 1, "homo_ev": -9.09, "gap_ev": 8.486}